1.
Here is a cluster of 2 separate species, CH3N4S in total from the OMol25 dataset. Energies are from ωB97M-V with the def2-TZVPD basis set.

Electronic energy   -657.1209 a.u.
Molecular weight   103.130 g mol⁻¹
Multiplicity   1
Orbital gap   8.86 eV
Max |F|   3.5 eV/Å
Net charge   -1

Last column: Mulliken charge in e.
Positions of all 9 atoms, in Å:
C 0.45132 1.06939 0.06115  0.15
N 0.47969 -0.53856 1.44630  -0.33
N 1.73073 0.81754 0.30861  -0.37
N -0.34803 0.25542 0.76384  -0.38
N 1.73208 -0.17841 1.19720  -0.32
S -1.81483 -1.02187 -1.56036  -0.38
H 0.13998 2.08433 -0.40140  0.29
H -1.40074 -0.53471 -0.45712  0.25
H -0.97020 -1.95313 -1.35823  0.10

2.
Here is a structure of composition C38H37BrF5MoN7O7S5Te from the OMol25 dataset. Energies are from ωB97M-V with the def2-TZVPD basis set.

Electronic energy   -7780.8224 a.u.
Molecular weight   1262.525 g mol⁻¹
Multiplicity   1
Orbital gap   5.73 eV
Max |F|   0.8 eV/Å

Last column: Mulliken charge in e.
Positions of all 102 atoms, in Å:
Mo -0.39500 -1.09526 0.08185  -1.43
Br 6.27096 -0.08902 2.79012  -0.16
C 6.08594 0.09935 0.92109  0.02
C 5.45405 -0.89717 0.19151  -0.27
C 5.32289 -0.76572 -1.18024  -0.09
C 5.82266 0.36631 -1.81776  -0.10
C 6.50027 1.33081 -1.08184  -0.17
C 6.61530 1.21478 0.29357  -0.67
N 5.76448 0.61512 -3.23586  -0.39
N 4.75898 0.39127 -3.92677  -0.59
C 3.54097 -0.10714 -3.35464  0.13
C 3.01388 -1.25677 -3.88477  -0.66
C 1.87476 -1.89232 -3.33599  -0.65
C 1.28623 -1.32209 -2.24634  0.23
O 0.21256 -1.79688 -1.58659  0.20
C 1.77287 -0.10387 -1.75010  -0.35
N 1.08481 0.34967 -0.68148  1.03
C 1.41460 1.48827 -0.11289  -0.79
C 2.46177 2.26412 -0.63903  -1.39
C 3.18190 1.81430 -1.71300  -0.51
C 2.86498 0.56452 -2.29445  0.78
H 5.05385 -1.76604 0.69245  0.48
H 4.82348 -1.54727 -1.73700  0.48
H 6.92949 2.17665 -1.60467  0.48
H 7.12589 1.97259 0.87113  0.45
H 3.52658 -1.71106 -4.72270  0.44
H 1.49020 -2.81042 -3.75709  0.58
H 0.86567 1.80092 0.76914  0.94
H 2.68778 3.20919 -0.16611  0.55
H 3.98845 2.41082 -2.11624  0.61
C -0.63951 4.62473 3.96313  -0.67
C -1.41691 3.33028 3.80128  -1.03
S -0.44717 1.84328 3.47681  0.44
C 0.78852 1.87617 4.79542  -1.41
C 2.21961 2.39242 4.49072  -1.10
S 2.69290 2.67368 2.76119  0.28
C 3.03765 4.44705 2.73060  -0.85
C 1.95359 5.40049 3.22239  -0.86
S 0.31121 5.14457 2.50347  -0.07
H 0.05440 4.54354 4.79992  0.22
H -1.34595 5.41855 4.21401  0.52
H -2.09741 3.39442 2.95152  0.23
H -2.02630 3.18156 4.69685  0.49
H 0.86841 0.84385 5.12086  0.48
H 0.36255 2.43466 5.63167  0.66
H 2.91970 1.65299 4.87720  0.53
H 2.41031 3.32073 5.03014  0.50
H 3.24910 4.64656 1.67713  0.33
H 3.95959 4.65753 3.27958  0.40
H 2.26962 6.42036 2.99347  0.49
H 1.85846 5.34869 4.30663  0.36
N -2.30132 -8.23210 -1.47505  -0.56
C -2.43229 -6.86426 -1.61841  1.14
C -1.29534 -6.05480 -1.73825  -1.10
C -1.42174 -4.69571 -1.92673  -0.25
C -2.68913 -4.12657 -1.99809  -0.50
C -3.82567 -4.91110 -1.87139  -0.36
C -3.69718 -6.27512 -1.68846  -0.81
S -2.84151 -2.39423 -2.19737  1.38
O -1.94839 -1.93055 -3.21225  -0.79
O -4.23491 -2.07045 -2.27344  -0.66
N -2.25112 -1.80734 -0.75643  1.03
C -2.93332 -1.93575 0.41806  0.27
N -4.13733 -2.42074 0.64727  -0.46
C -4.52008 -2.35663 1.92561  -0.68
C -3.74863 -1.83295 2.95222  -0.89
C -2.48393 -1.37282 2.62566  0.14
N -2.10875 -1.45597 1.36235  1.08
H -1.41781 -8.56951 -1.13493  0.22
H -3.09519 -8.72764 -1.10891  0.22
H -0.31088 -6.50330 -1.67838  0.32
H -0.54284 -4.06886 -2.00234  0.35
H -4.79977 -4.44344 -1.90775  0.52
H -4.58189 -6.89360 -1.59570  0.30
H -5.51003 -2.74722 2.13460  0.47
H -4.11461 -1.78703 3.96586  0.44
H -1.78273 -0.94560 3.32863  0.44
C -4.91708 2.11312 -5.15830  -1.54
C -4.30997 2.02328 -3.78661  1.17
C -4.72366 1.05039 -2.88437  -0.90
C -4.15659 0.95997 -1.62357  -0.51
C -3.15614 1.85153 -1.27454  -0.58
C -2.72064 2.83415 -2.15591  -0.53
C -3.30749 2.91572 -3.40397  -0.87
S -2.36966 1.69443 0.27964  1.70
O -1.62695 2.88367 0.55844  -0.65
O -3.29009 1.18360 1.25012  -0.68
O -1.32587 0.57197 -0.05411  -0.04
H -5.67238 1.34328 -5.30644  0.35
H -4.15246 1.99055 -5.92701  0.35
H -5.38535 3.08656 -5.31389  0.35
H -5.48156 0.33351 -3.17196  0.31
H -4.48272 0.19527 -0.93200  0.50
H -1.94106 3.52041 -1.85406  0.55
H -2.97940 3.67979 -4.09895  0.41
F 1.78903 -1.04559 4.20836  -0.50
Te 1.75167 -1.85706 2.47480  0.98
F 2.00357 -1.93422 0.36439  -0.59
F 0.09756 -2.58864 3.23281  -0.54
F 2.87490 -0.33334 2.15064  -0.31
F -0.25842 -2.90459 0.59505  -0.57
O 0.38351 -0.64824 1.66581  1.74

3.
Here is the molecule C21H24N4O3S from the OMol25 dataset. Energies are from ωB97M-V with the def2-TZVPD basis set.

Electronic energy   -1657.5388 a.u.
Molecular weight   412.515 g mol⁻¹
Multiplicity   1
Orbital gap   8.73 eV
Max |F|   1.3 eV/Å
SMILES string   CCOc1ccc(C(C)=O)cc1CSc1nnc(-c2ccncc2)n1CCOC

Last column: Mulliken charge in e.
Positions of all 53 atoms, in Å:
C 0.39011 6.06546 -0.17492  -1.42
C 0.75309 5.10659 -1.29762  -0.36
O 1.22573 3.91372 -0.70044  -0.32
C 1.62148 2.88528 -1.48672  1.09
C 1.59948 2.88816 -2.87916  -0.44
C 2.00280 1.76963 -3.57963  -1.28
C 2.44858 0.62402 -2.92256  -0.11
C 2.82675 -0.55746 -3.73465  1.01
C 3.21190 -1.80536 -2.98183  -1.25
O 2.81640 -0.51854 -4.94677  -0.63
C 2.49486 0.63367 -1.52960  -0.12
C 2.08446 1.74007 -0.81165  0.03
C 2.07484 1.71323 0.67850  -1.29
S 0.38582 1.36574 1.30764  -0.29
C 0.30911 -0.33243 0.96415  0.49
N 1.30236 -1.08577 0.56872  -0.21
N 0.83190 -2.32421 0.42693  -0.75
C -0.44272 -2.34019 0.73330  0.22
C -1.21497 -3.56961 0.69668  0.73
C -0.50316 -4.77276 0.74637  -0.40
C -1.20216 -5.96469 0.70614  -0.44
N -2.52127 -6.03524 0.62313  -0.63
C -3.19402 -4.90092 0.56086  -0.46
C -2.60284 -3.64730 0.59025  -0.18
N -0.84024 -1.06531 1.07975  0.31
C -2.07981 -0.56074 1.60029  -0.91
C -2.35558 -1.12047 3.01013  -0.21
O -3.59856 -0.72698 3.52033  -0.38
C -3.65893 0.60693 3.97094  -0.67
H 0.00350 6.99131 -0.59052  0.42
H -0.36515 5.61692 0.46476  0.31
H 1.26801 6.28420 0.42691  0.32
H -0.12949 4.89276 -1.91532  0.40
H 1.53373 5.54306 -1.93513  0.39
H 1.25834 3.75584 -3.42134  0.38
H 1.97189 1.76211 -4.65894  0.47
H 3.38024 -2.61336 -3.68920  0.36
H 2.43021 -2.08915 -2.28084  0.26
H 4.12647 -1.62733 -2.41993  0.37
H 2.82972 -0.22990 -0.97928  0.46
H 2.31996 2.68577 1.10222  0.58
H 2.71565 0.93025 1.07681  0.56
H 0.57182 -4.74702 0.81318  0.47
H -0.68561 -6.91442 0.74629  0.38
H -4.26902 -4.99844 0.48337  0.38
H -3.22509 -2.77187 0.51448  0.34
H -2.90882 -0.81178 0.93411  0.10
H -1.99031 0.52843 1.64164  0.40
H -2.38704 -2.21346 2.96810  0.32
H -1.53923 -0.81454 3.68227  0.32
H -2.85252 0.81942 4.68184  0.30
H -3.60301 1.32415 3.14548  0.28
H -4.61964 0.71251 4.47044  0.26